C17H18N4O4ReS2 | ωB97M-V/def2-TZVPD

Results
Spin multiplicity: 4
HOMO energy (alpha / beta) (eV): -7.26 / -8.41
Maximum force (eV/A): 0.9
LUMO level (alpha / beta) (Ha): -0.04120 / -0.04739

CARTESIAN COORDINATES (ANGSTROEM)
Re (0.63, -1.05, 0.50)
C (1.39, 1.88, -2.04)
C (0.58, 1.90, -0.75)
C (1.20, 2.87, 0.26)
C (-0.88, 2.29, -1.03)
N (0.62, 0.59, -0.17)
H (1.45, 2.89, -2.46)
H (0.92, 1.23, -2.78)
H (2.40, 1.52, -1.86)
H (1.16, 3.89, -0.13)
H (2.24, 2.61, 0.46)
H (0.65, 2.84, 1.21)
H (-0.93, 3.30, -1.44)
H (-1.46, 2.26, -0.11)
H (-1.32, 1.60, -1.75)
O (-0.16, -2.42, -3.30)
C (-0.42, -2.01, -2.20)
O (0.45, -2.04, -1.21)
C (-1.77, -1.43, -1.89)
C (-2.33, -1.48, -0.62)
C (-3.57, -0.90, -0.33)
C (-4.22, -0.29, -1.38)
O (-5.42, 0.35, -1.37)
C (-5.67, 0.74, -2.72)
O (-4.53, 0.40, -3.50)
C (-3.68, -0.27, -2.65)
C (-2.47, -0.84, -2.95)
H (-1.82, -2.02, 0.18)
H (-4.01, -0.94, 0.66)
H (-5.83, 1.82, -2.76)
H (-6.54, 0.20, -3.09)
H (-2.05, -0.83, -3.94)
S (1.30, -3.28, 1.42)
C (2.94, -3.08, 1.06)
N (4.07, -2.93, 0.85)
S (0.46, -0.27, 2.86)
C (2.02, -0.58, 3.51)
N (3.12, -0.51, 2.70)
C (4.35, -0.85, 3.11)
C (4.53, -1.18, 4.42)
C (3.40, -1.15, 5.23)
N (2.18, -0.87, 4.80)
H (2.96, -0.28, 1.73)
H (5.13, -0.85, 2.37)
H (5.50, -1.47, 4.80)
H (3.47, -1.37, 6.29)